1.
DFT (ωB97M-V/def2-TZVPD) results for C24H35N8OS2V as an isolated structure.

Results
spin multiplicity	2
largest force on an atom	0.7	eV/Å
gap between HOMO and LUMO (spin up / spin down)	6.38 / 6.91	eV
<S²>	0.806
total charge	+3

Atoms and positions in Å:
V1 -0.52 -0.15 0.33
N1 1.60 -2.98 -0.95
C1 0.85 -2.26 -0.15
S1 -0.91 -2.32 -0.23
N2 1.46 -1.32 0.63
N3 0.62 -0.86 1.62
C2 0.36 -1.31 2.83
C3 1.20 -2.21 3.55
C4 2.59 -2.19 3.34
C5 3.40 -3.04 4.05
C6 2.84 -3.96 4.94
C7 1.46 -4.02 5.13
C8 0.64 -3.14 4.45
C9 -0.97 -0.80 3.24
C10 -1.45 -0.79 4.53
C11 -2.77 -0.38 4.73
C12 -3.53 -0.01 3.64
C13 -2.95 0.02 2.38
N4 -1.69 -0.35 2.18
H1 1.20 -3.64 -1.59
H2 2.61 -2.95 -0.84
H3 3.03 -1.46 2.66
H4 4.48 -3.00 3.92
H5 3.48 -4.63 5.48
H6 1.04 -4.75 5.80
H7 -0.43 -3.21 4.58
H8 -0.82 -1.08 5.35
H9 -3.19 -0.37 5.73
H10 -4.57 0.28 3.75
H11 -3.52 0.34 1.52
C14 -2.95 1.73 -4.45
C15 -1.48 2.09 -4.63
C16 -0.66 2.02 -3.34
S2 -0.52 0.33 -2.77
O1 0.19 0.44 -1.33
C17 0.80 -0.35 -3.80
C18 2.23 -0.05 -3.36
C19 2.67 1.41 -3.43
H12 -3.48 1.87 -5.39
H13 -3.42 2.37 -3.71
H14 -3.09 0.69 -4.15
H15 -1.38 3.12 -4.98
H16 -1.02 1.48 -5.41
H17 -1.19 2.53 -2.53
H18 0.34 2.43 -3.43
H19 0.57 0.04 -4.80
H20 0.60 -1.42 -3.82
H21 2.85 -0.65 -4.03
H22 2.39 -0.44 -2.36
H23 2.45 1.85 -4.41
H24 3.74 1.47 -3.28
H25 2.20 2.02 -2.65
C20 -2.64 5.30 3.03
C21 -3.55 5.13 1.82
C22 -4.59 4.03 2.05
C23 -2.78 4.92 0.53
N5 -2.03 3.63 0.53
C24 -0.85 3.33 1.09
N6 -0.63 2.04 0.91
N7 -1.71 1.61 0.22
N8 -2.55 2.54 -0.02
H26 -3.23 5.59 3.91
H27 -1.89 6.07 2.88
H28 -2.14 4.36 3.30
H29 -4.08 6.07 1.65
H30 -4.11 3.07 2.27
H31 -5.25 3.90 1.19
H32 -5.22 4.28 2.90
H33 -2.03 5.70 0.37
H34 -3.43 4.86 -0.34
H35 -0.21 4.03 1.60

Results of the Löwdin charge analysis, in e, for atoms 1 through 2:
1 V 0.81
2 N 0.19

***

2.
DFT (ωB97M-V/def2-TZVPD) results for an isolated ion of composition C4H5N2O2 and charge -1.

Results
largest force on an atom	3.5	eV/Å
gap between HOMO and LUMO (spin up / spin down)	5.89 / 5.89	eV
total charge	-1

Atoms and positions in Å:
C1 0.84 -2.08 0.30
N1 -0.54 -1.45 0.38
O1 -1.31 -1.85 1.33
C2 -0.13 0.25 0.27
N2 -1.09 1.06 0.65
C3 -0.95 2.21 -0.11
C4 0.10 2.08 -0.94
O2 0.66 0.74 -0.72
H1 1.48 -1.37 -0.30
H2 1.38 -2.31 1.16
H3 0.71 -2.99 -0.35
H4 -1.65 3.02 -0.01
H5 0.52 2.69 -1.67

Results of the Löwdin charge analysis, in e, for atoms 1 through 2:
1 C -0.14
2 N -0.30

***

3.
DFT (ωB97M-V/def2-TZVPD) results for a 8-piece molecular cluster, C28H78N6O8 overall.

Results
largest force on an atom	3.7	eV/Å
gap between HOMO and LUMO	9.46	eV

Atoms and positions in Å:
C1 -9.53 0.80 0.20
O1 -9.29 -0.11 -0.91
C2 -7.97 0.02 -1.48
C3 -7.60 -0.94 -2.59
C4 -7.19 -2.30 -2.09
N1 -6.49 -0.35 -3.38
H1 -10.53 0.75 0.62
H2 -9.34 1.79 -0.23
H3 -8.83 0.61 1.02
H4 -8.00 1.05 -1.84
H5 -7.21 0.06 -0.69
H6 -8.53 -0.98 -3.16
H7 -6.92 -2.95 -2.92
H8 -7.93 -2.85 -1.51
H9 -6.34 -2.16 -1.42
H10 -5.67 -0.11 -2.85
H11 -6.57 0.54 -3.85
C5 1.37 0.49 1.98
O2 0.39 -0.25 1.28
C6 -0.08 0.44 0.10
C7 -1.06 -0.51 -0.64
C8 -0.39 -1.64 -1.47
N2 -1.78 0.35 -1.53
H12 2.20 0.73 1.31
H13 1.70 0.04 2.91
H14 1.02 1.46 2.32
H15 -0.49 1.36 0.52
H16 0.74 0.68 -0.57
H17 -1.76 -0.96 0.07
H18 0.02 -2.41 -0.82
H19 0.38 -1.33 -2.18
H20 -1.22 -2.03 -2.06
H21 -1.12 0.69 -2.21
H22 -2.03 1.17 -0.99
C9 -4.64 -0.49 4.03
O3 -4.31 -1.24 5.14
C10 -3.33 -2.22 4.90
C11 -2.89 -2.87 6.26
C12 -1.87 -4.00 6.10
N3 -4.03 -3.26 7.01
H23 -3.89 0.20 3.63
H24 -5.50 0.06 4.41
H25 -5.05 -0.99 3.16
H26 -3.68 -3.00 4.23
H27 -2.45 -1.79 4.44
H28 -2.49 -2.00 6.77
H29 -1.43 -4.30 7.04
H30 -0.90 -3.82 5.62
H31 -2.29 -4.80 5.49
H32 -4.50 -2.37 7.10
H33 -4.60 -3.72 6.32
C13 1.55 -3.67 -7.41
O4 2.78 -2.96 -7.68
C14 3.48 -2.51 -6.52
C15 4.92 -2.31 -6.89
C16 5.64 -3.53 -7.45
N4 5.69 -1.91 -5.75
H34 1.72 -4.66 -7.00
H35 1.01 -3.75 -8.35
H36 0.99 -3.15 -6.63
H37 3.05 -1.59 -6.13
H38 3.38 -3.31 -5.78
H39 5.12 -1.49 -7.58
H40 6.63 -3.17 -7.75
H41 5.09 -3.88 -8.32
H42 5.62 -4.38 -6.78
H43 5.36 -2.62 -5.11
H44 5.37 -1.05 -5.33
C17 6.27 -5.64 -1.76
O5 6.23 -4.81 -0.59
C18 5.12 -5.13 0.17
C19 5.28 -4.57 1.58
C20 4.01 -4.71 2.42
N5 5.44 -3.17 1.45
H45 5.29 -5.78 -2.22
H46 6.59 -6.64 -1.48
H47 7.05 -5.14 -2.32
H48 4.16 -4.79 -0.22
H49 4.90 -6.20 0.30
H50 6.12 -5.07 2.06
H51 3.18 -4.09 2.08
H52 4.12 -4.44 3.47
H53 3.64 -5.73 2.32
H54 6.33 -3.00 1.01
H55 4.80 -2.97 0.69
C21 3.65 8.17 7.98
O6 3.91 7.38 6.91
C22 4.58 6.18 7.26
C23 5.00 5.46 6.00
C24 5.61 4.10 6.20
N6 6.10 6.08 5.32
H56 2.87 8.80 7.55
H57 4.50 8.80 8.22
H58 3.23 7.65 8.84
H59 5.30 6.20 8.07
H60 3.82 5.55 7.73
H61 4.15 5.24 5.36
H62 6.62 4.08 6.60
H63 5.68 3.54 5.27
H64 4.98 3.63 6.95
H65 5.90 5.80 4.37
H66 6.02 7.09 5.33
C25 -3.65 6.45 0.88
C26 -3.64 5.89 -0.54
O7 -4.61 4.99 -0.72
H67 -3.97 7.50 0.88
H68 -2.63 6.57 1.24
H69 -4.18 5.90 1.66
H70 -2.71 5.34 -0.66
H71 -3.72 6.57 -1.39
H72 -5.40 5.53 -0.80
C27 -0.32 3.25 -7.85
C28 -1.40 2.17 -7.96
O8 -1.99 1.97 -6.75
H73 0.38 2.94 -7.07
H74 -0.69 4.22 -7.54
H75 0.22 3.30 -8.79
H76 -0.80 1.29 -8.20
H77 -2.22 2.39 -8.64
H78 -2.64 1.27 -6.81

Results of the Löwdin charge analysis, in e, for atoms 1 through 2:
1 C -0.08
2 O -0.21

***

The lowest largest force on an atom belongs to which entry?
C24H35N8OS2V

***

Copy entry 2 word for word.
DFT (ωB97M-V/def2-TZVPD) results for an isolated ion of composition C4H5N2O2 and charge -1.

Results
largest force on an atom	3.5	eV/Å
gap between HOMO and LUMO (spin up / spin down)	5.89 / 5.89	eV
total charge	-1

Atoms and positions in Å:
C1 0.84 -2.08 0.30
N1 -0.54 -1.45 0.38
O1 -1.31 -1.85 1.33
C2 -0.13 0.25 0.27
N2 -1.09 1.06 0.65
C3 -0.95 2.21 -0.11
C4 0.10 2.08 -0.94
O2 0.66 0.74 -0.72
H1 1.48 -1.37 -0.30
H2 1.38 -2.31 1.16
H3 0.71 -2.99 -0.35
H4 -1.65 3.02 -0.01
H5 0.52 2.69 -1.67

Results of the Löwdin charge analysis, in e, for atoms 1 through 2:
1 C -0.14
2 N -0.30

***

Which of these has the lowest largest force on an atom?
C24H35N8OS2V

***

largest force on an atom of number 2 (C4H5N2O2)?
3.5 eV/Å